No. 1
ORCA calculation (ωB97M-V/def2-TZVPD) on the molecule C5H4N2.

Last columns: bonded neighbours and bond lengths (Å).
CARTESIAN COORDINATES (ANGSTROEM)
1 C 1.865 -1.364 -0.559  C2 1.297, H8 1.141, H9 1.323
2 C 1.005 -0.477 -0.165  C1 1.297, C3 1.312
3 C -0.096 0.191 0.084  C2 1.312, C4 1.454, C7 1.454
4 C -1.043 -0.010 1.169  C3 1.454, N5 1.288, H10 1.087
5 N -1.984 0.867 1.104  C4 1.288, N6 1.423
6 N -1.750 1.715 -0.015  N5 1.423, C7 1.287
7 C -0.683 1.321 -0.618  C3 1.454, N6 1.287, H11 1.083
8 H 2.964 -1.220 -0.289  C1 1.141
9 H 1.063 -2.235 -1.150  C1 1.323
10 H -0.995 -0.796 1.918  C4 1.087
11 H -0.298 1.805 -1.507  C7 1.083

Calculated values
orbital gap = 9.156 eV
E_LUMO = -0.73 eV
HOMO level = -9.89 eV
total energy = -8225.6873 eV

=====

No. 2
ORCA calculation (ωB97M-V/def2-TZVPD) on a cluster of 2 separate species, C5H4N2 in total.

Last columns: bonded neighbours and bond lengths (Å).
CARTESIAN COORDINATES (ANGSTROEM)
1 C 1.906 -1.155 -0.371  C2 1.278, H8 1.106
2 C 1.248 -0.149 0.064  C1 1.278, C3 1.333
3 C 0.105 0.488 0.314  C2 1.333, C4 1.448, C7 1.428
4 C -1.000 -0.226 0.919  C3 1.448, N5 1.305, H9 1.085
5 N -2.131 0.287 0.519  C4 1.305, N6 1.389
6 N -1.867 1.360 -0.322  N5 1.389, C7 1.308
7 C -0.572 1.462 -0.481  C3 1.428, N6 1.308, H11 1.083
8 H 2.961 -1.486 -0.395  C1 1.106
9 H -0.929 -1.019 1.656  C4 1.085
10 H 0.388 -1.721 -0.734  no bonds
11 H -0.108 2.158 -1.170  C7 1.083

Calculated values
orbital gap (spin up / spin down) = 7.824 / 7.822 eV
E_LUMO (spin up / spin down) = -1.81 / -1.81 eV
HOMO level (spin up / spin down) = -9.63 / -9.63 eV
total energy = -8223.1971 eV

=====

No. 3
ORCA calculation (ωB97M-V/def2-TZVPD) on the molecule C5H4N2.

Last columns: bonded neighbours and bond lengths (Å).
CARTESIAN COORDINATES (ANGSTROEM)
1 C 2.063 -1.183 1.016  C2 1.202, H8 1.068
2 C 1.128 -0.881 0.323  C1 1.202, C4 1.463
3 C 0.276 0.843 -1.208  C4 1.505, C7 1.405
4 C 0.000 -0.460 -0.508  C2 1.463, C3 1.505, N5 1.478, H9 1.100
5 N -1.191 -0.200 0.328  C4 1.478, N6 1.282, H10 1.011
6 N -1.574 1.018 0.213  N5 1.282, C7 1.356
7 C -0.748 1.637 -0.666  C3 1.405, N6 1.356, H11 1.084
8 H 2.903 -1.426 1.628  C1 1.068
9 H -0.262 -1.223 -1.255  C4 1.100
10 H -1.651 -0.810 0.990  N5 1.011
11 H -0.944 2.685 -0.860  C7 1.084

Calculated values
orbital gap = 8.111 eV
E_LUMO = -0.59 eV
HOMO level = -8.70 eV
total energy = -8224.0284 eV

=====

No. 4
ORCA calculation (ωB97M-V/def2-TZVPD) on the molecule C5H4N2.

Last columns: bonded neighbours and bond lengths (Å).
CARTESIAN COORDINATES (ANGSTROEM)
1 C 2.089 -0.361 0.236  C2 1.258, C3 1.819, H8 1.076
2 C 1.892 0.115 -0.911  C1 1.258, C3 1.554
3 C 0.436 0.102 -0.367  C1 1.819, C2 1.554, C4 1.388, N7 1.365
4 C -0.552 -0.871 -0.314  C3 1.388, C5 1.407, H9 1.080
5 C -1.709 -0.188 0.102  C4 1.407, N6 1.327, H10 1.083
6 N -1.477 1.104 0.296  C5 1.327, N7 1.336
7 N -0.177 1.257 0.025  C3 1.365, N6 1.336, H11 1.008
8 H 2.339 -0.787 1.192  C1 1.076
9 H -0.424 -1.920 -0.537  C4 1.080
10 H -2.703 -0.583 0.275  C5 1.083
11 H 0.233 2.178 0.035  N7 1.008

Calculated values
orbital gap = 9.041 eV
E_LUMO = 0.24 eV
HOMO level = -8.80 eV
total energy = -8225.3522 eV